170
Properties=species:S:1:pos:R:3:forces:R:3:mulliken_charge:R:1 method="wB97M-V/def2-TZVPD" orbital_gap_ev=9.439 e_above_lowest_kcal_mol=231.48 smiles=COC[C@H](C)N.COC[C@H](C)N.COC[C@H](C)N.COC[C@H](C)N.COC[C@H](C)N.COC[C@H](C)N.COC[C@H](C)N.COC[C@H](C)N.COC[C@H](C)N.COC[C@H](C)N energy_ev=-78625.7295 spin_multiplicity=1 e_homo_ev=-8.91
C 5.97863 -10.16479 8.81046 0.9 -0.9 0.6 -1.20
C 5.62643 -10.62025 10.25254 1.5 1.1 -0.1 0.20
C 6.93747 -10.67088 11.19904 -2.4 -1.8 -0.7 -0.58
O 6.51356 -11.04396 12.53385 -0.3 1.3 -0.9 -0.31
C 7.59724 -11.29131 13.37865 0.7 -0.3 -0.1 -0.75
N 4.71523 -9.60922 10.67756 -1.3 0.0 0.8 -0.65
H 6.14982 -9.08991 8.86890 0.2 0.0 -0.3 0.32
H 5.24463 -10.36504 8.02992 -0.4 0.0 0.5 0.31
H 6.88491 -10.68061 8.49312 0.3 0.2 -0.2 0.32
H 5.16978 -11.60997 10.24975 -0.1 0.0 0.2 0.32
H 7.47206 -9.72277 11.14069 0.2 -0.1 0.2 0.34
H 7.45836 -11.55817 10.83921 0.9 0.3 -0.3 0.33
H 8.00093 -12.28692 13.19455 0.0 -0.4 0.1 0.28
H 7.32244 -11.19446 14.42899 -0.3 0.0 -0.1 0.26
H 8.44172 -10.63087 13.18179 0.0 0.4 0.0 0.31
H 5.07548 -8.68167 10.50445 0.0 0.0 0.1 0.22
H 4.45868 -9.70391 11.64983 0.0 0.1 0.1 0.27
C 10.87041 -8.22542 -5.99142 -0.7 -1.1 1.0 -1.26
C 10.56432 -9.75846 -6.08388 -0.8 3.2 -0.5 0.34
C 9.13443 -9.89658 -6.71107 2.6 -0.1 0.2 -0.67
O 8.77266 -11.14837 -6.29973 -3.1 -1.8 1.0 -0.31
C 7.34504 -11.39685 -6.49273 1.1 -0.4 -0.2 -0.75
N 11.71793 -10.24766 -6.82969 -1.0 -0.6 -0.1 -0.75
H 10.31100 -7.71424 -5.20792 -0.3 -0.2 0.1 0.37
H 10.55903 -7.77020 -6.93159 0.9 0.2 -0.1 0.29
H 11.90636 -8.21079 -5.65276 0.2 0.8 -0.7 0.38
H 10.54203 -10.16135 -5.07132 -0.4 -0.2 0.0 0.26
H 9.13761 -9.88833 -7.80104 0.2 0.5 -0.3 0.38
H 8.50275 -9.09071 -6.33738 -0.2 0.0 0.2 0.35
H 7.22444 -11.71450 -7.52842 -0.4 0.2 -0.1 0.29
H 6.71769 -10.53867 -6.25176 0.3 0.3 -0.2 0.31
H 6.98316 -12.20382 -5.85560 0.5 -0.1 0.1 0.25
H 12.43416 -10.20109 -6.11910 0.6 -0.4 -0.3 0.26
H 11.53143 -11.21996 -7.02960 0.4 -0.4 -0.1 0.26
C 12.77308 -15.86777 9.06883 1.1 0.1 0.7 -1.38
C 12.81178 -16.37721 7.62913 -0.5 0.4 -0.7 0.56
C 13.55019 -15.35989 6.67976 0.3 -1.3 -0.4 -0.74
O 12.90327 -14.15292 6.39466 0.1 1.0 -0.3 -0.37
C 13.70684 -13.25717 5.54523 -0.5 -1.1 1.2 -0.70
N 13.32502 -17.78402 7.46521 0.3 1.0 0.0 -0.76
H 12.07936 -15.04824 9.25648 -0.4 -0.3 -0.5 0.33
H 13.71087 -15.40262 9.37260 0.5 -0.2 -0.1 0.29
H 12.61417 -16.65371 9.80715 -0.3 -0.1 -0.2 0.38
H 11.74995 -16.41402 7.38570 0.0 -0.1 -0.6 0.27
H 13.76316 -15.82709 5.71826 -0.3 -0.6 -0.3 0.38
H 14.56431 -15.23794 7.06029 0.2 0.5 0.6 0.39
H 14.60704 -13.77955 5.22138 0.1 0.0 0.0 0.35
H 13.98086 -12.41840 6.18513 0.0 0.2 -0.3 0.25
H 13.14898 -12.95505 4.65888 -0.2 0.0 0.2 0.24
H 13.07686 -18.16147 6.56187 -1.1 0.1 -0.2 0.27
H 14.31547 -17.76874 7.26806 0.7 0.3 0.8 0.24
C 1.92620 0.03828 12.26078 1.0 -0.6 -0.8 -1.36
C 1.56467 -1.41931 11.82268 0.9 1.3 -1.7 0.58
C 2.72465 -2.50615 11.73874 0.4 3.0 0.5 -0.70
O 3.47434 -2.47988 10.56011 -0.5 -2.6 0.1 -0.38
C 4.15387 -1.35888 10.14147 0.0 0.4 -0.3 -0.65
N 0.60856 -1.90155 12.67056 -2.4 -2.1 3.6 -0.75
H 1.13543 0.66702 12.67000 -0.7 -0.5 -0.4 0.43
H 2.28610 0.53597 11.36028 0.6 0.4 0.4 0.30
H 2.62893 0.02150 13.09383 0.6 0.0 -0.3 0.33
H 0.99595 -1.34251 10.89599 0.8 0.1 -0.9 0.19
H 2.40162 -3.50619 12.02796 -0.3 0.0 -0.8 0.38
H 3.42339 -2.19204 12.51411 0.1 0.0 0.7 0.37
H 3.38295 -0.70127 9.73981 0.6 0.6 -0.5 0.25
H 4.88125 -1.72792 9.41840 -0.3 0.3 -0.5 0.23
H 4.77852 -0.82637 10.85864 -0.3 0.0 0.8 0.31
H 0.09057 -1.15440 13.11049 -0.4 0.1 -0.3 0.24
H 1.06120 -2.30423 13.47869 0.0 -0.5 0.4 0.24
C 16.47555 -2.82478 4.58906 -0.9 0.9 1.6 -1.48
C 17.94323 -3.17837 4.73284 0.0 -0.9 -2.4 0.43
C 18.28598 -4.40859 3.75534 -0.4 0.4 0.3 -0.74
O 18.18209 -4.17550 2.29281 -1.2 0.2 1.8 -0.36
C 16.98237 -4.71388 1.66933 1.3 -0.3 -1.0 -0.74
N 18.74338 -2.02210 4.31757 -0.6 -0.1 0.1 -0.74
H 16.28999 -2.00508 5.28315 0.2 0.7 -0.3 0.38
H 15.73824 -3.49922 5.02451 0.3 -1.0 -0.4 0.39
H 16.11159 -2.50571 3.61242 0.5 -0.1 -0.1 0.26
H 18.20359 -3.44108 5.75817 -0.1 -0.3 0.0 0.41
H 17.65810 -5.26195 4.01155 -0.1 -0.1 0.0 0.36
H 19.31420 -4.65072 4.02413 0.2 -0.2 -0.7 0.38
H 17.00898 -4.40146 0.62541 0.2 0.6 0.1 0.28
H 15.97667 -4.47678 2.01639 0.4 0.3 0.8 0.29
H 17.10078 -5.78934 1.53716 -0.2 -0.3 0.6 0.32
H 18.71897 -2.10362 3.31116 0.4 0.5 -0.4 0.29
H 19.70514 -2.07085 4.62211 0.1 -0.2 0.0 0.26
C 8.17880 -16.11217 0.07705 0.1 1.3 -2.8 -1.48
C 7.17539 -16.17492 1.12512 -0.5 -2.1 1.5 0.57
C 6.02041 -17.22516 1.00571 -1.5 1.7 -0.5 -0.73
O 4.83297 -16.66546 0.32501 2.2 0.0 -0.3 -0.31
C 3.73189 -17.48339 0.37462 -1.4 -1.0 -0.3 -0.76
N 7.87606 -16.67964 2.26666 1.0 0.2 3.2 -0.75
H 7.55399 -15.87803 -0.78485 0.8 -0.1 -1.1 0.34
H 8.87900 -16.93499 -0.06711 -0.7 -0.6 0.0 0.34
H 8.87172 -15.28532 0.23287 -0.2 0.4 0.1 0.40
H 6.78208 -15.17918 1.32983 -0.2 -0.2 0.1 0.29
H 5.64353 -17.44909 2.00366 0.5 -0.1 0.2 0.42
H 6.38977 -18.14236 0.54700 -0.1 -0.1 -0.3 0.28
H 3.39772 -17.69701 1.38990 -0.1 0.2 0.3 0.30
H 3.77896 -18.45520 -0.11676 1.0 -0.5 0.0 0.31
H 2.90972 -17.09030 -0.22339 0.0 0.9 0.4 0.29
H 8.52198 -17.43726 2.09667 -0.5 -0.6 -0.7 0.24
H 8.55964 -16.01542 2.60076 -0.2 0.7 0.3 0.26
C 7.67351 5.87423 9.93694 1.2 -0.3 0.3 -1.43
C 7.59672 6.06803 8.41767 -0.8 -1.1 1.4 0.38
C 8.30448 4.94178 7.63144 1.1 1.6 0.3 -0.65
O 9.71080 5.01286 7.98595 -0.1 -1.5 -0.8 -0.29
C 10.60618 4.09643 7.25670 -1.3 1.1 0.3 -0.72
N 6.16284 6.00123 8.11953 0.0 0.6 -1.3 -0.72
H 8.61563 6.24663 10.33921 0.0 0.1 0.2 0.34
H 7.64554 4.81605 10.19691 -0.1 -0.2 -0.1 0.32
H 6.83846 6.34489 10.45587 0.1 0.2 -0.1 0.43
H 8.00321 7.06158 8.22867 -0.1 -0.1 -0.7 0.35
H 8.18661 5.14543 6.56714 0.0 -0.1 -0.2 0.35
H 7.80810 3.99743 7.85481 0.3 -0.3 0.2 0.29
H 11.60609 4.36654 7.59631 -0.1 -0.3 -0.1 0.24
H 10.50796 4.22181 6.17840 0.1 0.6 -0.2 0.29
H 10.36151 3.04107 7.37683 0.0 -0.1 0.7 0.30
H 5.71529 5.30252 8.69537 0.0 0.0 0.1 0.26
H 5.77422 6.90064 8.36472 -0.4 -0.1 0.0 0.27
C 0.28989 -0.01576 -3.60013 0.6 -0.2 1.0 -1.29
C 0.44088 -0.13468 -2.02922 -0.3 -0.1 -0.4 0.48
C 1.80652 0.29557 -1.21629 -3.3 1.2 0.8 -0.75
O 2.19633 1.71239 -1.25392 0.5 -2.5 -2.5 -0.40
C 2.85044 1.92363 -2.54382 -0.7 1.6 0.5 -0.77
N -0.77782 0.50216 -1.41828 1.6 0.9 0.4 -0.70
H 0.82507 -0.77112 -4.17556 0.5 0.1 0.2 0.32
H 0.57582 0.98555 -3.92220 -0.1 -0.1 -0.1 0.23
H -0.74806 -0.20092 -3.87667 -0.1 0.2 0.2 0.42
H 0.32326 -1.17711 -1.73323 0.4 -0.3 -0.3 0.22
H 2.58323 -0.46772 -1.26336 0.4 0.5 -0.7 0.44
H 1.42548 0.23857 -0.19666 0.0 -0.3 0.2 0.41
H 3.16024 1.01877 -3.06664 0.6 0.0 0.6 0.35
H 3.57509 2.72183 -2.38301 0.8 -0.7 0.1 0.29
H 2.22414 2.43897 -3.27203 -0.9 -0.2 0.1 0.25
H -1.57052 0.55878 -2.04160 0.0 -0.6 -0.4 0.24
H -0.50307 1.47347 -1.38411 -0.1 0.6 0.6 0.25
C 8.47102 -3.67651 1.90863 0.0 2.4 -1.5 -1.51
C 8.10532 -4.91276 2.59147 -0.3 0.3 0.8 0.86
C 8.10722 -6.13184 1.70875 1.6 -1.3 -1.1 -0.83
O 7.51674 -6.00708 0.33401 0.0 -1.2 2.1 -0.36
C 6.87192 -7.28206 0.00662 -0.2 1.1 0.8 -0.70
N 9.01470 -4.95579 3.75425 0.1 -1.2 0.1 -0.65
H 9.50218 -3.52989 1.58720 0.2 -0.8 -0.2 0.38
H 8.35311 -2.79700 2.54161 -0.5 0.0 0.3 0.40
H 7.81224 -3.52963 1.05275 0.1 0.1 -0.2 0.34
H 7.03547 -4.85892 2.79303 -0.3 0.5 0.9 0.07
H 7.72779 -6.94350 2.32951 -1.0 -0.2 -0.4 0.37
H 9.12895 -6.49083 1.58509 0.4 0.3 -0.4 0.38
H 6.70844 -7.40072 -1.06450 0.6 0.2 0.0 0.24
H 5.87787 -7.27088 0.45366 -0.1 -0.1 0.1 0.29
H 7.41604 -8.11235 0.45678 0.2 -0.1 -0.4 0.30
H 9.18510 -4.08086 4.22918 -0.3 0.3 -0.6 0.22
H 8.86192 -5.62492 4.49522 -0.4 -0.3 -0.3 0.21
C 12.45126 2.68256 -1.61281 1.3 -2.5 2.0 -1.08
C 13.81814 3.21134 -1.14603 1.6 0.1 -2.7 0.32
C 14.97175 2.44461 -1.96842 0.2 0.5 0.2 -0.97
O 16.33776 2.81433 -1.66033 -0.2 0.1 0.4 -0.36
C 17.25260 1.74683 -2.01715 -0.4 1.7 0.8 -0.67
N 13.77271 4.62057 -1.55544 0.5 0.0 0.6 -0.64
H 12.57239 1.60967 -1.46333 0.2 -0.9 -1.3 0.29
H 12.27601 2.99891 -2.64107 -0.4 -0.1 0.5 0.32
H 11.65081 2.63262 -0.87465 -0.4 1.8 -0.2 0.35
H 14.27171 3.02867 -0.17186 -1.2 0.2 0.7 0.31
H 14.94170 2.64488 -3.03944 -0.9 -0.4 -0.3 0.39
H 14.89003 1.38971 -1.70647 -0.4 -0.2 -0.4 0.44
H 17.16721 1.01275 -1.21593 -0.2 -0.8 -0.7 0.28
H 18.26745 2.13520 -1.93148 -0.1 0.3 0.0 0.26
H 17.10539 1.48092 -3.06391 -0.2 -0.7 0.2 0.30
H 13.68220 5.16107 -0.70705 0.2 0.6 -0.3 0.22
H 14.60852 4.85773 -2.07050 0.2 0.4 0.4 0.24